DFT (wB97M-V/def2-TZVPD) results for 16 unconnected molecules or ions with the total composition C84H213N13O29 in a non-equilibrium geometry.

```
339
Properties=species:S:1:pos:R:3:forces:R:3
C -3.37624 -0.66840 9.98619 -0.2670 -0.9821 -0.5024
O -2.97071 -0.74859 8.62985 -0.2039 0.9363 0.7818
C -1.56168 -0.76340 8.53492 -0.8238 -0.1822 -1.8355
C -1.25142 -0.48233 7.00827 0.8887 -0.2234 1.7133
N -1.12493 -1.67301 6.19808 -0.1089 0.7639 -0.9364
C -2.34072 -2.47528 6.07638 0.9760 -1.4202 -0.3470
C -2.00483 -3.80561 5.29062 -0.8324 1.6182 0.7497
O -3.14631 -4.67100 5.25105 1.2219 0.0522 -0.1395
C -2.77800 -5.93191 4.68720 -0.5835 -0.2210 0.7097
H -4.46590 -0.64471 9.99886 0.0911 0.3139 0.0727
H -2.92002 0.16345 10.52284 -0.0958 0.2282 -0.0770
H -3.07946 -1.60189 10.46434 0.0833 -0.1029 0.4448
H -1.24834 -1.76848 8.81728 0.5277 -0.2423 -0.0415
H -1.08822 -0.06439 9.22435 -0.0245 0.3835 -0.0546
H -0.28635 0.02426 7.01841 0.1362 0.0036 -0.2866
H -1.96185 0.24471 6.61482 -0.2637 -0.2540 0.0084
H -0.29749 -2.16731 6.49991 -0.2147 -0.4582 -0.0251
H -3.09697 -1.92169 5.51983 -0.1171 0.1110 0.3036
H -2.64870 -2.73583 7.08898 -0.8002 -0.2056 -0.1565
H -1.11204 -4.17466 5.79541 -0.0785 -0.9330 0.1916
H -1.67728 -3.55182 4.28245 -0.1495 0.0753 -0.2559
H -3.66235 -6.55561 4.55677 -0.3564 0.4433 -0.2294
H -2.21365 -6.51931 5.41148 0.6964 0.1963 -0.1060
H -2.27384 -5.83290 3.72589 0.1800 0.0389 -0.0038
C 1.57718 -5.26809 -9.84823 -0.1543 -0.1597 -0.5172
O 1.41815 -5.02920 -8.48140 -0.7977 0.0865 0.8921
C 0.51052 -5.91855 -7.79297 1.0080 -0.7143 0.0883
C 0.53327 -5.63252 -6.31346 -0.1266 1.8247 -0.2733
N -0.16983 -4.34211 -6.09419 -0.7532 -0.8590 1.7255
C -0.27507 -3.95824 -4.66101 0.9891 0.1299 -0.0899
C 1.07410 -4.06204 -3.94299 0.5365 0.6719 0.5656
O 1.11120 -3.32947 -2.70802 -1.2896 -0.0403 -0.0943
C 2.31467 -3.50128 -2.03731 0.9721 -0.6402 0.0440
H 0.61158 -5.37607 -10.34225 -0.1234 -0.1784 -0.1205
H 2.20565 -6.13443 -10.05461 -0.1084 -0.4264 0.1199
H 2.08809 -4.44387 -10.34596 -0.0383 0.3268 0.4135
H 0.84968 -6.94691 -7.91763 0.3035 -0.2505 -0.2682
H -0.53358 -5.93169 -8.10568 -0.0209 0.6967 -0.5777
H 1.55948 -5.54343 -5.95699 0.3138 -0.3785 -0.1221
H 0.05422 -6.44933 -5.77361 -0.2357 0.0856 0.0214
H 0.33092 -3.56418 -6.49937 0.2421 -0.2326 -0.4861
H -0.94857 -4.55268 -4.04364 -0.4997 -0.1823 -0.4785
H -0.59721 -2.91737 -4.63118 -0.1680 -0.0581 0.0536
H 1.89408 -3.64526 -4.52782 0.0595 -0.0524 -0.5980
H 1.30597 -5.11004 -3.75317 0.0990 -0.2167 0.1603
H 2.51748 -4.55511 -1.84647 -0.0842 -0.4434 0.0176
H 2.38997 -3.02261 -1.06094 -0.6346 0.4129 -0.2157
H 3.15315 -3.15559 -2.64191 0.2270 0.3040 -0.1417
C 1.22005 -0.19488 -1.44230 -0.2020 0.2042 -0.6358
O 2.63622 -0.15386 -1.51680 -0.2669 -0.9991 0.6142
C 3.15447 0.63491 -2.55462 -0.5019 0.6386 0.5595
C 4.64723 0.46898 -2.60711 -0.4773 -0.4757 -0.0951
N 5.27147 1.59562 -3.23144 1.5868 -0.1747 -0.4275
C 6.70414 1.28202 -3.37570 -0.6597 0.6770 -1.5094
C 7.53689 2.43599 -3.93628 -0.1318 -1.3595 0.0705
O 7.70672 3.36593 -2.94702 -0.4299 1.1169 2.3107
C 8.44550 4.51558 -3.27402 -0.3060 -0.5141 -0.4230
H 0.74767 -0.62700 -2.32448 0.3208 -0.1500 -0.4029
H 0.80876 0.81242 -1.37680 -0.0517 0.1610 0.4626
H 0.86157 -0.83585 -0.63686 0.4624 0.3298 0.3472
H 2.95724 1.68245 -2.32688 -0.2326 0.3972 -0.0646
H 2.65735 0.40623 -3.49732 0.0966 -0.1201 -0.2587
H 4.84648 -0.43625 -3.18066 0.3141 -0.1064 -0.1699
H 5.04791 0.28035 -1.61112 -0.1167 -0.0607 0.4921
H 5.16852 2.43882 -2.68506 -0.2329 -0.0859 0.3612
H 6.70883 0.47681 -4.11036 0.3963 -0.1579 -0.1385
H 7.24873 0.90672 -2.50928 -0.3026 -0.0115 0.6322
H 7.07371 2.90399 -4.80493 0.0545 -0.1937 -0.4570
H 8.50904 1.97517 -4.11141 0.3445 0.0738 -0.8695
H 9.46851 4.22918 -3.51796 0.2480 0.1331 -0.2512
H 8.46717 5.19929 -2.42538 -0.2072 -0.1007 -0.0378
H 7.93609 4.96624 -4.12580 0.3481 0.4932 -0.1355
C 9.46257 2.40742 -0.57286 0.8153 0.2983 0.2986
O 10.77700 2.23030 -0.00263 -1.4119 -1.3178 -1.4370
C 11.18985 3.21309 0.87634 0.9943 -0.6275 1.0248
C 10.98951 2.68150 2.31486 -1.6800 1.1633 0.3946
N 9.51642 2.69896 2.61373 1.1309 0.4269 -0.1181
C 9.22189 1.99439 3.84351 -1.1120 -0.4848 -0.0731
C 7.68491 1.99915 4.06259 0.2380 -0.0732 -0.7151
O 7.06888 1.18625 3.05951 1.4353 -0.4544 -0.2653
C 5.69072 0.97729 3.16208 0.3748 0.3259 0.2902
H 9.53581 3.22061 -1.29498 -0.3591 -0.0046 0.0456
H 8.73000 2.62746 0.20369 -0.1214 0.2988 -0.2015
H 9.12046 1.50301 -1.07594 0.4617 -0.0619 0.0111
H 10.72119 4.17688 0.67752 -0.3605 0.0670 0.3606
H 12.24669 3.34003 0.64166 0.2551 0.1473 0.3769
H 11.45196 3.32088 3.06682 0.1895 0.2481 -0.0902
H 11.33517 1.66981 2.52723 0.5739 -0.1841 -0.7280
H 9.08554 2.15403 1.88059 -0.1990 -0.0775 0.0398
H 9.74598 2.38226 4.71700 -0.1285 0.5892 -0.0772
H 9.59810 0.97517 3.75544 -0.2354 -0.5642 0.1844
H 7.31433 3.00704 3.87569 0.0880 0.3699 0.3674
H 7.40181 1.68701 5.06785 -0.0036 -0.2152 0.1235
H 5.37125 0.43112 2.27454 -0.0270 0.0579 0.0288
H 5.20832 1.95323 3.21620 -0.5623 0.0218 0.0601
H 5.47687 0.39353 4.05740 -0.3425 0.0076 0.1164
C -6.87094 -5.26458 0.49961 0.3421 0.5042 -0.1392
O -6.58511 -5.37786 1.86569 0.0602 -0.1669 0.9245
C -5.28686 -4.87615 2.22464 0.4021 0.5965 -0.6616
C -5.21752 -3.31726 2.25753 -1.2964 -1.5591 0.8353
N -6.03025 -2.87159 3.42154 1.2552 0.6073 -0.9295
C -6.04574 -1.42056 3.51975 -1.8406 0.3126 1.5268
C -6.80255 -0.63286 2.44577 1.8377 0.0086 0.4972
O -5.91613 -0.55436 1.34499 -1.5588 0.7642 -2.3112
C -6.52258 0.22751 0.25442 1.0822 -0.2186 0.4129
H -6.88023 -4.20770 0.23313 -0.3180 0.1264 -0.3248
H -7.81992 -5.73243 0.23758 -0.0607 0.0717 0.4337
H -6.10615 -5.72790 -0.12372 0.3162 -0.2486 -0.0263
H -4.58224 -5.30817 1.51402 0.3155 0.2568 -0.3098
H -4.95539 -5.26337 3.18811 -0.6936 0.0000 0.1540
H -5.62190 -2.92448 1.32463 0.3479 0.1630 -0.1204
H -4.20130 -2.96420 2.43286 0.1104 -0.1110 -0.2207
H -6.98395 -3.19249 3.33452 -0.0772 -0.2188 -0.1174
H -5.10850 -0.96116 3.83375 0.5355 -0.2762 -0.8051
H -6.61341 -1.22291 4.42903 -0.3789 0.0265 0.2932
H -6.96087 0.39658 2.76714 -0.3775 0.1330 0.4037
H -7.76842 -1.10121 2.25650 -0.0816 -0.1465 -0.4355
H -6.63451 1.27915 0.51829 -0.0334 0.1211 0.4457
H -7.48784 -0.11464 -0.11881 -0.1207 -0.4864 0.4128
H -5.83757 0.22202 -0.59343 0.1735 -0.2551 0.1110
C 4.51941 3.32440 0.05192 -0.7408 -0.4498 -0.6755
O 4.59291 3.63514 -1.32246 0.1155 0.1290 -0.3945
C 5.08788 4.95317 -1.58358 -0.0541 -1.1947 -1.4685
C 4.96080 5.18929 -3.13649 -0.1571 0.2797 2.1496
N 5.31805 6.58832 -3.42538 0.5479 -1.4483 -0.4128
C 5.08778 6.93073 -4.81956 0.1173 0.3227 0.1677
C 5.94396 6.22054 -5.89093 -0.9592 0.8137 0.0877
O 5.43889 4.92933 -6.23197 0.6205 -0.0772 0.2523
C 5.89778 4.51008 -7.51845 -0.5373 0.3149 0.1507
H 3.79724 4.04099 0.44317 0.3823 0.0782 0.9613
H 5.48707 3.22176 0.54303 0.1505 0.6880 0.1441
H 4.07327 2.33283 0.12841 -0.1993 -0.0811 -0.1022
H 6.14624 4.91043 -1.32643 0.0658 0.7215 0.2770
H 4.47938 5.65407 -1.01212 0.2423 0.3910 0.1205
H 3.93621 4.94310 -3.41521 -0.3011 0.0008 -0.1710
H 5.59971 4.44129 -3.60594 0.1602 0.4764 -0.2818
H 4.77768 7.21844 -2.85000 -0.0960 -0.0819 0.1230
H 5.26184 8.00628 -4.85108 0.4241 0.0865 -0.4487
H 4.02983 6.85904 -5.07193 -0.2741 -0.5063 -0.3561
H 7.00618 6.26089 -5.64974 0.1721 -0.5647 0.3813
H 5.87682 6.89553 -6.74415 -0.2171 -0.0716 -0.5060
H 5.70349 3.46052 -7.73932 -0.0273 -0.1549 0.7795
H 6.96810 4.68843 -7.62192 0.0299 0.1479 -0.2277
H 5.28688 5.02938 -8.25685 0.4160 0.4251 -0.3556
C 1.25581 4.34812 -0.85145 -0.6860 -0.7896 0.0324
O -0.14285 4.40213 -1.17519 0.4191 0.9456 0.1279
C -1.01018 4.05405 -0.06451 0.3558 -0.9916 -0.9700
C -2.50795 4.34803 -0.37171 2.3798 0.6147 0.8497
N -2.81013 5.75916 -0.11334 -1.4071 -0.9010 -0.3831
C -4.18670 5.92021 -0.64778 0.8902 1.6342 -0.1735
C -4.72608 7.34231 -0.39225 -0.9441 -1.1307 -0.4704
O -4.01271 8.31450 -1.14135 1.0562 -0.6774 0.5256
C -4.07937 9.63712 -0.69161 -0.4848 0.2916 0.1608
H 1.59206 3.31601 -0.75254 -0.0869 -0.4403 -0.0936
H 1.51572 4.78483 0.11284 -0.2995 0.5563 0.1437
H 1.88055 4.77892 -1.63389 -0.4387 0.2462 -0.1211
H -0.58505 4.51773 0.82564 -0.5309 0.2494 0.2790
H -0.88240 2.97445 0.01454 -0.2375 -0.2730 0.4593
H -3.14625 3.75257 0.28105 0.1363 -0.0973 0.0489
H -2.67967 4.03056 -1.40020 -0.1411 0.0304 -0.3290
H -2.18126 6.35079 -0.63737 0.0766 0.0633 -0.2155
H -4.81875 5.13903 -0.22543 -0.1563 0.2845 0.3309
H -4.19073 5.75613 -1.72534 -0.0686 -0.0832 -0.3084
H -4.83045 7.46157 0.68617 0.6941 0.7219 0.2058
H -5.75148 7.36034 -0.76148 -0.4004 -0.0497 -0.0832
H -3.38827 10.26427 -1.25477 -0.0615 -0.2552 -0.2657
H -3.82502 9.78663 0.35771 0.0883 -0.3877 0.2748
H -5.09562 10.00734 -0.82681 -0.1861 0.3089 -0.0497
C 4.31452 -3.04907 4.43922 -0.0456 0.3093 -0.8253
O 3.57566 -2.03498 5.09300 -0.1328 -0.4610 -0.5905
C 4.34907 -1.52197 6.17311 -1.7708 0.6632 -0.0889
C 3.44265 -0.44014 6.80381 0.4109 0.6721 -1.0076
N 3.37734 0.79348 5.96181 -0.1100 -0.1240 1.1412
C 2.28975 1.68191 6.41926 -0.1887 0.0707 -0.8903
C 2.04215 2.83834 5.45041 0.5585 0.5445 1.1538
O 1.63340 2.39022 4.19556 0.3751 0.4733 -0.7825
C 1.73007 3.38812 3.19114 -0.6034 -0.1641 -1.2669
H 3.91791 -3.32912 3.46333 -0.7484 0.2921 0.1014
H 4.34397 -3.96889 5.02333 0.4634 0.0295 0.2820
H 5.27536 -2.63281 4.13653 0.5623 -0.3744 0.4650
H 5.25927 -1.12584 5.72286 0.3732 0.0644 0.6100
H 4.48011 -2.34863 6.87136 0.5906 0.1244 0.2720
H 3.74574 -0.14805 7.80925 0.2397 -0.0730 -0.0104
H 2.44317 -0.86956 6.87267 -0.2103 -0.3169 0.1706
H 3.19963 0.53085 5.00287 -0.1907 -0.0970 -0.1608
H 2.49175 2.11816 7.39751 0.3796 -0.0565 0.0556
H 1.34240 1.15493 6.53303 -0.1956 -0.3526 -0.0207
H 2.93341 3.46582 5.45427 0.6785 -0.2223 -0.7048
H 1.33874 3.56600 5.85518 -0.7380 -0.2636 0.2826
H 1.09172 4.26750 3.27663 -0.1275 0.1849 1.0612
H 1.33896 2.99700 2.25190 0.0839 -0.7300 0.0617
H 2.72690 3.74597 2.93351 0.4409 -0.1991 0.6069
C -2.57689 -6.58972 -0.41572 0.6370 0.3591 -0.8668
O -2.11494 -5.87617 0.68922 0.5184 0.7641 1.5094
C -1.23846 -4.77631 0.34323 0.0907 0.1780 0.2666
C -0.46300 -4.17635 1.55272 -0.9588 -2.0241 0.1584
N 0.36223 -5.23928 2.18891 -0.1135 1.9529 0.5242
C 1.06506 -4.67185 3.36865 1.4111 -2.9498 -0.3390
C 1.70433 -5.92926 4.08336 -0.2951 1.7136 0.6935
O 0.68476 -6.68918 4.69248 -0.0001 -1.0519 0.3314
C 1.24549 -7.68920 5.54708 -0.1972 -0.4918 -0.3298
H -1.70724 -6.99258 -0.93485 0.0407 -0.2930 -0.3299
H -3.07818 -5.91094 -1.10570 -0.2817 0.0563 -0.2620
H -3.25095 -7.41446 -0.18430 0.0768 0.2351 0.5822
H -1.84932 -3.97106 -0.06482 -0.0338 0.0966 -0.3333
H -0.52979 -5.12135 -0.40965 0.1260 0.0133 -0.1410
H -1.20424 -3.81858 2.26732 -0.3277 0.1601 0.1589
H 0.13010 -3.29117 1.32299 0.1954 -0.2748 -0.5866
H -0.26947 -5.92345 2.58003 -0.2878 -0.3083 -0.2235
H 0.49047 -4.13191 4.12125 -0.3112 0.1541 -0.2270
H 1.90878 -4.07662 3.01946 -0.1531 0.3045 0.0095
H 2.31676 -5.56995 4.91035 0.4599 0.3232 0.0607
H 2.35426 -6.53606 3.45289 -0.1958 -0.0232 -0.4556
H 1.88091 -8.41106 5.03397 0.3486 0.2563 -0.6122
H 0.48434 -8.35646 5.95146 -0.4703 0.6132 0.1091
H 1.85167 -7.28329 6.35694 -0.1260 0.3745 0.1146
C 11.36706 -6.05604 0.91661 -0.4867 -0.2076 0.1167
O 10.12286 -5.37433 1.08275 1.5931 0.9774 -0.6890
C 9.00185 -6.20543 1.05853 0.4300 -0.0240 0.7446
C 7.77242 -5.33959 1.21577 0.1209 -1.2748 0.6114
N 6.62022 -6.29590 1.25445 0.7294 1.5287 0.0546
C 5.38877 -5.62684 1.66557 0.2781 -0.0449 -1.0299
C 4.92607 -4.47781 0.74470 -0.5492 0.2230 2.2169
O 5.51983 -3.22465 1.08382 0.4654 -0.4785 -0.5128
C 5.24689 -2.29176 0.06437 0.3492 0.9313 0.4917
H 11.46512 -6.81431 1.69347 -0.0694 -0.4186 -0.0671
H 12.26109 -5.44173 1.02360 -0.5434 0.7271 0.1128
H 11.44348 -6.49189 -0.07953 -0.1639 -0.3283 -0.0647
H 9.15978 -6.89361 1.88894 -0.6631 -0.4187 0.1230
H 8.89731 -6.78682 0.14248 0.2564 -0.1472 -0.3626
H 7.81310 -4.60017 0.41595 -0.5229 0.0924 -0.1603
H 7.82006 -4.80095 2.16217 -0.0764 0.0034 0.0078
H 6.50575 -6.60025 0.29822 -0.2288 -0.3331 -0.1497
H 5.47580 -5.27907 2.69493 0.1282 0.1564 0.0080
H 4.61759 -6.39714 1.66141 -0.2528 0.0790 -0.0255
H 3.90037 -4.31532 1.07580 -0.7721 -0.3526 -0.8734
H 5.03296 -4.71166 -0.31454 -0.0724 -0.0560 -0.1060
H 5.71334 -1.35181 0.35937 0.4190 -0.0691 -0.0992
H 4.20143 -1.99847 -0.03098 -0.4215 -0.5278 -0.1015
H 5.65217 -2.62853 -0.88980 -0.0499 0.0561 -0.2013
C -11.32127 3.78323 -0.21569 0.6754 0.3725 0.6088
O -10.98540 3.98401 1.16870 0.9484 0.0031 -0.1660
C -9.64109 4.50197 1.37998 -0.8987 -0.2023 0.5570
C -9.29084 4.53198 2.89532 -0.6036 0.3709 -0.5218
N -8.14258 5.39998 3.19226 0.0767 -1.5051 0.2376
C -6.84292 5.03010 2.56929 -0.8036 0.2175 0.7402
C -6.29205 3.60271 2.87602 -1.6402 1.9375 -0.0124
O -5.16908 3.49330 2.07071 -0.2067 -1.0389 0.1676
C -4.45295 2.34397 2.44354 2.1423 0.4443 0.4618
H -12.17772 3.11300 -0.28922 0.0939 0.0290 0.1984
H -10.46343 3.37491 -0.74999 0.0400 -0.2863 -0.0706
H -11.56160 4.73058 -0.69823 -0.1565 0.1991 0.0039
H -9.57076 5.52962 1.02351 -0.2012 0.3177 -0.1386
H -8.89027 3.95439 0.81032 -0.0694 -0.4457 -0.1060
H -9.24127 3.53715 3.33800 0.7496 -0.2037 -0.3017
H -10.14474 4.91251 3.45581 -0.1678 0.4648 -0.2577
H -8.39077 6.34528 2.93752 0.1614 0.0552 -0.0049
H -6.14406 5.73265 3.02328 0.3039 -0.0557 -0.2409
H -6.87840 5.24122 1.50052 0.3069 -0.4219 -0.3065
H -7.00521 2.79627 2.70527 -0.2887 -0.0969 -0.4810
H -6.10829 3.54631 3.94893 0.5721 0.0685 0.2387
H -3.59914 2.28967 1.76813 -0.3332 -0.6281 -0.2153
H -4.95478 1.39643 2.63959 -0.6922 0.0774 -0.9156
H -3.94552 2.50778 3.39421 0.0341 0.3899 0.5155
C -5.66860 3.55433 -4.62232 0.5955 -0.8430 -1.4822
O -5.75217 3.70980 -3.25284 -0.0928 -0.8851 1.5906
C -6.05364 2.46154 -2.55937 -0.5192 0.0209 0.0616
C -7.31475 1.73097 -3.06236 0.1531 1.1964 0.5870
N -8.55017 2.47673 -2.67173 0.3352 -0.9079 -0.6553
C -9.75691 1.90751 -3.33036 0.9090 1.0723 0.2139
C -9.77700 2.23276 -4.83650 -0.2922 -0.9682 0.5569
O -10.01243 3.61038 -5.04076 0.8050 -1.0405 1.6342
C -10.25644 3.96605 -6.34170 -1.0103 0.8221 -0.6367
H -5.06860 2.69282 -4.91540 -0.1184 -0.6942 0.2734
H -5.09297 4.31543 -5.14908 -0.4128 0.8462 0.6212
H -6.64848 3.43187 -5.08376 -0.1502 0.2298 -0.1960
H -6.14686 2.66769 -1.49311 -0.3329 0.6743 -0.0594
H -5.25308 1.72196 -2.54456 0.6130 0.1950 -0.8734
H -7.30866 0.73551 -2.61838 -0.1950 -0.0412 0.1267
H -7.18419 1.59674 -4.13615 -0.1965 -0.1761 -0.1345
H -8.45031 3.40596 -3.05468 0.1279 0.4351 0.1462
H -10.62618 2.36075 -2.85387 -0.1445 0.0078 -0.0855
H -9.75476 0.85192 -3.05868 -0.1896 -0.1675 -0.5879
H -10.54143 1.62225 -5.31715 -0.3960 0.0532 -0.2039
H -8.83286 1.90666 -5.27281 0.2399 0.2019 -0.2289
H -9.49265 3.73297 -7.08358 0.4948 0.0296 0.2058
H -10.43965 5.03673 -6.25138 0.1504 0.0840 -0.6583
H -11.17749 3.50566 -6.69920 -0.2793 -0.1569 -0.1438
C -1.98929 0.86523 -2.34736 0.0496 0.7307 -0.3412
O -1.75048 0.47726 -1.03141 0.3034 -0.8169 1.2463
C -2.89975 0.21001 -0.17635 0.9426 0.0231 -0.4673
C -2.38538 -0.20154 1.24050 -1.1184 0.5991 -1.9569
N -1.59559 0.84514 1.76944 0.9399 0.6822 0.3048
C -1.08202 0.51256 3.06800 1.1568 0.4482 1.3402
C 0.06420 -0.52172 2.98382 -0.7192 0.9312 -0.0724
O 0.99185 0.01915 2.02158 -2.0840 0.0067 1.1790
C 2.20262 -0.63604 2.01330 0.3649 0.2302 -1.0665
H -2.49282 0.10766 -2.94789 -0.5292 0.0753 0.0537
H -1.06898 1.09215 -2.88553 0.5826 -0.4918 0.4261
H -2.43793 1.85813 -2.37867 -0.9564 -0.0814 -0.0644
H -3.49316 -0.59532 -0.60926 -0.0671 -0.2083 -0.0533
H -3.51068 1.11260 -0.19029 -0.1379 0.1473 0.4274
H -1.84060 -1.13849 1.12453 -0.1352 -0.4638 0.0830
H -3.23791 -0.27083 1.91613 -0.2625 -0.6352 -0.2431
H -0.73608 0.91809 1.24409 -0.0569 0.3690 -0.7826
H -1.86498 0.21536 3.76567 -0.1245 -0.3820 -0.0790
H -0.65128 1.41477 3.50226 0.0670 0.1528 0.0298
H -0.44279 -1.44353 2.69862 0.6287 -0.5377 -0.5065
H 0.56977 -0.70857 3.93124 -0.0432 0.1830 0.1647
H 2.76597 -0.01417 1.31759 0.6990 -0.3720 0.0683
H 2.03921 -1.61203 1.55632 0.5019 -0.5234 0.1229
H 2.67105 -0.69911 2.99549 0.0834 -0.1354 0.1334
C -4.55380 -3.13435 -1.32045 0.8666 0.3930 -0.8415
C -3.72033 -3.00005 -2.61458 0.8296 -0.7769 2.9846
O -4.50053 -2.67417 -3.65223 -1.9536 0.5224 -2.8126
H -4.93596 -2.12828 -1.14763 -0.1355 -0.1415 0.5845
H -3.85792 -3.47988 -0.55594 -0.4233 0.1541 0.4500
H -5.39723 -3.81641 -1.42771 0.1591 -0.1190 -0.0699
H -3.22899 -3.95019 -2.82417 0.6857 0.0606 0.1485
H -3.03085 -2.16635 -2.48163 0.5053 -0.3237 0.0992
H -4.94741 -3.48717 -3.89905 -0.4092 0.2265 -0.4423
C 0.42148 -0.35315 -5.31374 1.3127 -1.1257 -0.7686
C 1.52280 -0.81071 -6.35389 -0.4399 1.3894 0.4555
O 1.23296 -2.02870 -6.99912 -0.2135 -0.3098 0.2724
H -0.58407 -0.40172 -5.73162 0.1001 0.3554 -0.1242
H 0.70014 0.61623 -4.90053 -0.2478 0.1934 -0.3685
H 0.44336 -1.02187 -4.45327 0.0291 -0.2079 -0.0446
H 2.49993 -0.83101 -5.87131 0.0700 -0.2909 0.4371
H 1.66661 -0.08970 -7.15859 -0.3815 0.6082 0.1492
H 1.86550 -2.11930 -7.71556 -0.0593 -0.2933 -0.0896
C -4.76989 -1.48682 -6.69027 -0.7384 -0.2126 -1.3017
C -3.97849 -0.50244 -5.92165 0.1520 1.6944 0.9357
O -4.63256 -0.03261 -4.76135 -0.5258 -0.3104 0.7468
H -5.15654 -2.34671 -6.14330 0.9076 -0.2723 0.1282
H -4.16823 -1.70690 -7.57212 -0.0488 -0.8157 0.0128
H -5.70755 -1.11226 -7.10087 0.0414 0.7859 0.0465
H -3.82131 0.45271 -6.42274 0.3797 -0.3983 -0.8869
H -3.02463 -0.87543 -5.54865 0.3482 -0.3776 -0.6740
H -4.58677 -0.83608 -4.23797 -0.6304 -0.0519 0.8866
```
Forces are in eV/Å.

Its largest force on an atom is 0.067 Eh/bohr. As for the spin multiplicity: 1. For the energy relative to the best compared isomer or geometry (same formula, charge and spin), the calculation gives 0.00 kcal per mole. Its charge is 0. Its total energy is -6221.25543 Ha. The value obtained for the LUMO energy is 0.013 Ha.